#1
Density functional theory data (the ωB97M-V functional and the def2-TZVPD basis) for C5H12NO2 as an isolated structure.

Structure (ORCA input):
```
! RIJCOSX wB97M-V def2-TZVPD def2/J DEFGRID3
* xyz -1 1
H 0.68342 1.70155 0.19422
C -2.26443 0.34900 -0.67847
H 4.83910 -0.20695 1.78010
C 0.12482 0.76287 0.12271
C -3.35043 0.95867 -1.28218
H -0.82671 1.46628 -1.75850
H 3.49018 -0.50542 1.15451
H -3.66116 1.98763 -1.25944
H -0.43750 0.72611 1.07386
H -2.62863 -0.87677 -1.13708
O 4.50890 -0.78127 1.08037
N -2.36818 -1.06560 -0.09480
H -0.38098 -0.22065 -1.62624
C -0.85673 0.60736 -1.07118
C 1.04866 -0.45339 0.37335
H 0.44183 -1.19432 0.91888
O 2.07752 -0.10683 1.21116
H -3.11287 -0.86608 0.57060
H -4.06734 0.28284 -1.76788
H 1.29600 -0.99246 -0.56997
*
```

Values from the calculation:
M, g mol⁻¹: 118.2
HOMO-LUMO gap, eV: 6.22
E_LUMO, Eh: 0.1175

#2
Density functional theory data (the ωB97M-V functional and the def2-TZVPD basis) for an isolated ion of composition C5H12NO2 and charge -1.

Structure (ORCA input):
```
! RIJCOSX wB97M-V def2-TZVPD def2/J DEFGRID3
* xyz -1 1
C -1.56915 2.05218 -2.20241
H 0.68531 0.51251 -1.28513
H -0.75258 -0.44325 -1.86148
O 0.80867 -1.83410 2.86891
H -0.70888 -0.02945 1.01695
C 1.67118 -1.68098 1.70564
H 1.24502 0.36292 1.56764
H 2.60683 -1.46195 2.21995
H 1.61795 -2.65445 1.21657
C -0.33656 0.19227 -1.06321
H -1.89211 3.05935 -1.75382
N -1.16819 1.36282 -0.83560
H -0.58751 2.25549 -2.65334
C -0.11467 -0.58692 0.27757
H 2.19065 -0.28387 0.20910
O -2.51325 1.45877 -2.87188
H -0.45744 -1.61645 0.27029
H -2.07197 1.06840 -0.49374
H 0.02439 -1.27868 2.82832
C 1.32232 -0.45459 0.83967
*
```

Values from the calculation:
M, g mol⁻¹: 118.2
HOMO-LUMO gap, eV: 5.91
E_LUMO, Eh: 0.1224
SMILES: [O-]CNCCCCO

#3
Density functional theory data (the ωB97M-V functional and the def2-TZVPD basis) for a 2-piece molecular cluster, C5H12NO2 overall.

Structure (ORCA input):
```
! RIJCOSX wB97M-V def2-TZVPD def2/J DEFGRID3
* xyz -1 1
H -1.60180 0.68266 -0.18622
H -0.24422 -0.57722 1.12766
H -2.85427 -1.15579 -0.30601
H -1.32096 0.72346 -1.86727
H 2.08077 0.13758 2.13794
H 2.23526 2.30414 0.48600
H 0.61533 1.99583 1.07333
O -3.64729 -1.41874 0.46979
C 1.76100 0.15974 1.08898
C -1.20230 0.02302 -1.00173
H 1.04649 -1.76207 0.57646
H 2.71160 -0.14350 0.60071
O -1.83502 -1.17219 -1.14105
C 1.44724 1.55182 0.52279
C 0.33230 -0.12795 -0.83655
N 0.89667 1.26422 -0.83522
H 1.65938 1.31424 -1.50124
H -3.49649 -2.33651 0.70343
C 0.67013 -0.74341 0.54564
H 0.74619 -0.71933 -1.65743
*
```

Values from the calculation:
M, g mol⁻¹: 118.2
HOMO-LUMO gap, eV: 7.09
E_LUMO, Eh: 0.1346

#4
Density functional theory data (the ωB97M-V functional and the def2-TZVPD basis) for a 2-piece molecular cluster, C5H12NO2 overall.

Structure (ORCA input):
```
! RIJCOSX wB97M-V def2-TZVPD def2/J DEFGRID3
* xyz -1 1
C -1.45051 1.47124 -0.05766
H 1.51662 0.49929 -0.07886
H -2.08367 0.16068 1.67108
H 1.82322 -0.31933 -1.71816
H -1.45535 0.84597 -2.11923
H 1.86689 -1.38930 1.33491
C -1.28987 0.31155 0.94389
O 2.14233 -1.37204 2.36497
H -0.41493 0.53765 1.56140
C -0.71151 0.92105 -1.32592
H 3.10137 -1.30521 2.42225
C -0.17199 -0.46788 -0.94287
H -1.66216 -1.49962 -0.03777
N -0.89897 -0.89779 0.24681
H -2.46144 1.70460 -0.37027
H 0.03725 1.63251 -1.65144
O 1.88057 -1.54201 -0.10606
C 1.38039 -0.42103 -0.69953
H -0.83964 2.27865 0.32928
H -0.30859 -1.14897 -1.76682
*
```

Values from the calculation:
M, g mol⁻¹: 118.2
HOMO-LUMO gap, eV: 6.92
E_LUMO, Eh: 0.1416

Here are the energies relative to the best structure, in hartree: #1 0.1491; #2 0.0416; #3 0.0000; #4 0.0054.